Record 1
Below is C14H21BrN2O3 in the gas phase, with properties calculated with ωB97M-V/def2-TZVPD.

Atoms and positions in Å:
C (4.97, -2.31, 2.56)
C (3.82, -1.42, 3.01)
C (2.50, -2.18, 3.11)
C (1.86, -2.56, 1.76)
N (0.86, -1.64, 1.26)
H (0.09, -1.56, 1.91)
C (1.32, -0.32, 0.86)
C (0.26, 0.32, 0.01)
C (-0.08, -0.21, -1.23)
C (-1.09, 0.35, -2.00)
C (-1.79, 1.46, -1.56)
C (-1.45, 2.03, -0.31)
C (-0.44, 1.43, 0.44)
H (-0.21, 1.89, 1.39)
O (-2.03, 3.11, 0.28)
C (-2.76, 4.05, -0.48)
H (-3.73, 3.65, -0.80)
H (-2.92, 4.89, 0.20)
H (-2.20, 4.39, -1.35)
O (-2.83, 2.02, -2.27)
C (-3.01, 1.63, -3.61)
C (-3.64, 0.24, -3.79)
O (-3.55, -0.37, -4.83)
N (-4.33, -0.19, -2.72)
H (-4.78, -1.09, -2.75)
H (-4.37, 0.36, -1.88)
H (-2.07, 1.67, -4.18)
H (-3.70, 2.36, -4.03)
H (-1.33, -0.11, -2.94)
Br (0.82, -1.73, -1.91)
H (1.55, 0.34, 1.71)
H (2.23, -0.46, 0.27)
H (2.63, -2.65, 0.99)
H (1.37, -3.53, 1.85)
H (2.67, -3.10, 3.69)
H (1.78, -1.58, 3.68)
H (4.06, -1.00, 3.99)
H (3.71, -0.59, 2.31)
H (5.11, -3.13, 3.27)
H (4.78, -2.73, 1.58)
H (5.90, -1.74, 2.52)

Results
LUMO energy, Ha: 0.02437
Energy, eV: -94023.546
Energy relative to the best compared isomer or geometry (same formula, charge and spin), kJ/mol: 40.1
Orbital gap, eV: 8.8941
Total charge: 0
SMILES string: CCCCNCc1cc(OC)c(OCC(N)=O)cc1Br
HOMO energy, eV: -8.231

=====

Record 2
Below is a molecular structure, C14H21CeN5O2P, with properties calculated with ωB97M-V/def2-TZVPD.

Atoms and positions in Å:
Ce (0.10, 0.69, -0.15)
N (2.41, 1.25, 2.09)
C (2.85, 1.09, 0.75)
C (3.98, 0.24, 0.48)
C (4.35, 0.08, -0.83)
C (3.63, 0.77, -1.88)
C (2.59, 1.60, -1.53)
N (2.20, 1.74, -0.22)
C (1.13, 1.00, 2.61)
C (0.61, 1.95, 3.57)
C (-0.65, 1.76, 4.07)
C (-1.37, 0.64, 3.64)
C (-0.81, -0.27, 2.73)
N (0.45, -0.08, 2.22)
H (3.03, 1.72, 2.73)
H (4.41, -0.42, 1.26)
H (5.12, -0.61, -1.14)
H (3.98, 0.67, -2.91)
H (2.06, 2.18, -2.27)
H (1.25, 2.82, 3.92)
H (-1.09, 2.45, 4.77)
H (-2.35, 0.43, 4.02)
H (-1.34, -1.18, 2.44)
N (-4.53, 2.02, -1.94)
N (-3.27, 2.30, -2.34)
C (-2.05, 1.83, -1.74)
O (-2.17, 1.61, -0.46)
O (-1.07, 1.46, -2.44)
H (-5.22, 2.69, -2.14)
H (-4.50, 1.87, -0.90)
H (-3.13, 2.30, -3.36)
C (-2.36, -2.26, -1.11)
P (-0.51, -2.02, -0.92)
C (-0.05, -3.44, 0.21)
C (0.00, -2.62, -2.53)
H (-2.62, -3.25, -1.49)
H (-2.75, -1.54, -1.82)
H (-2.89, -2.07, -0.17)
H (-0.39, -4.39, -0.21)
H (-0.51, -3.27, 1.19)
H (1.06, -3.48, 0.36)
H (-0.49, -3.55, -2.73)
H (1.10, -2.79, -2.50)
H (-0.18, -1.93, -3.36)

Results
LUMO energy (spin up / spin down), Ha: -0.26752 / -0.26626
Energy, eV: -48608.371
Energy relative to the best compared isomer or geometry (same formula, charge and spin), kJ/mol: 131.8
Orbital gap (spin up / spin down), eV: 5.7238 / 5.7604
Total charge: +2
⟨S²⟩: 0.751
Multiplicity: 2
HOMO energy (spin up / spin down), eV: -13.003 / -13.006

=====

Record 3
Below is a molecular structure, C14H21Cl2GeNO4PtS, with properties calculated with ωB97M-V/def2-TZVPD.

Atoms and positions in Å:
Pt (-0.51, 0.36, 0.30)
C (-6.46, -0.77, 1.19)
C (-4.97, -0.63, 1.29)
C (-4.44, 0.49, 2.04)
C (-3.11, 0.53, 2.38)
C (-2.18, -0.40, 1.86)
C (-2.64, -1.36, 0.76)
C (-4.13, -1.53, 0.74)
S (-0.78, -0.82, 2.88)
O (-0.43, -2.20, 2.59)
O (-1.10, -0.50, 4.26)
N (0.40, 0.13, 2.32)
C (0.40, 1.50, 2.82)
C (1.07, 2.41, 1.79)
O (1.73, 3.39, 2.15)
O (0.84, 2.07, 0.57)
H (-6.91, -0.91, 2.17)
H (-6.73, -1.62, 0.56)
H (-6.91, 0.13, 0.75)
H (-5.13, 1.22, 2.44)
H (-2.77, 1.25, 3.10)
H (-2.15, -2.33, 0.94)
H (-4.54, -2.40, 0.22)
H (0.92, 1.58, 3.78)
H (-0.61, 1.91, 2.97)
Cl (4.58, -0.15, -0.24)
C (2.85, -0.31, 0.25)
Cl (2.19, -1.88, -0.19)
H (2.29, 0.48, -0.23)
H (2.80, -0.21, 1.33)
C (-4.86, 0.55, -1.85)
Ge (-2.89, 0.62, -1.56)
C (-2.68, 2.50, -1.01)
C (-2.16, 0.50, -3.40)
C (-2.00, -0.80, -0.54)
H (-5.12, 1.31, -2.59)
H (-5.39, 0.78, -0.92)
H (-5.20, -0.42, -2.20)
H (-3.08, 3.15, -1.80)
H (-1.64, 2.77, -0.81)
H (-3.25, 2.67, -0.09)
H (-2.41, 1.39, -3.98)
H (-2.57, -0.37, -3.92)
H (-1.07, 0.40, -3.37)
H (-1.69, -1.58, -1.24)

Results
LUMO energy (spin up / spin down), Ha: 0.17346 / 0.17333
Energy, eV: -120180.063
Energy relative to the best compared isomer or geometry (same formula, charge and spin), kJ/mol: 0.0
Orbital gap (spin up / spin down), eV: 4.9707 / 5.9427
Total charge: -2
⟨S²⟩: 2.037
Multiplicity: 3
HOMO energy (spin up / spin down), eV: -0.251 / -1.226

=====

Record 4
Below is a molecular structure, C14H21CrN2O2S, with properties calculated with ωB97M-V/def2-TZVPD.

Atoms and positions in Å:
Cr (0.29, 0.36, 0.06)
C (3.02, 1.03, 1.07)
C (2.54, 2.20, 0.24)
N (1.59, 1.75, -0.81)
C (2.17, 1.24, -2.08)
C (2.70, -0.19, -1.98)
S (1.54, -1.30, -1.10)
C (2.53, -1.93, 0.29)
C (2.19, -1.27, 1.63)
N (1.85, 0.17, 1.46)
H (3.55, 1.37, 1.96)
H (3.72, 0.41, 0.52)
H (3.39, 2.75, -0.19)
H (1.99, 2.90, 0.88)
H (1.03, 2.56, -1.07)
H (2.97, 1.90, -2.43)
H (1.37, 1.28, -2.82)
H (3.67, -0.25, -1.49)
H (2.83, -0.59, -2.98)
H (3.58, -1.81, 0.01)
H (2.34, -3.00, 0.35)
H (3.02, -1.38, 2.32)
H (1.32, -1.74, 2.06)
H (1.50, 0.50, 2.36)
C (-2.53, -2.21, 1.94)
C (-2.05, -1.14, 1.03)
O (-0.81, -0.90, 1.05)
C (-2.94, -0.40, 0.17)
C (-4.33, -0.65, 0.20)
C (-5.19, 0.04, -0.62)
C (-4.68, 0.99, -1.50)
C (-3.33, 1.27, -1.55)
C (-2.47, 0.59, -0.71)
O (-1.14, 0.92, -0.76)
H (-1.69, -2.77, 2.33)
H (-3.22, -2.89, 1.43)
H (-3.08, -1.77, 2.78)
H (-4.72, -1.38, 0.90)
H (-6.25, -0.16, -0.58)
H (-5.35, 1.52, -2.16)
H (-2.93, 2.01, -2.22)

Results
LUMO energy (spin up / spin down), Ha: -0.29682 / -0.27874
Energy, eV: -61176.530
Orbital gap (spin up / spin down), eV: 7.0747 / 7.6233
Total charge: +2
⟨S²⟩: 0.867
Multiplicity: 2
HOMO energy (spin up / spin down), eV: -15.151 / -15.208

=====

Record 5
Below is C14H21N in the gas phase, with properties calculated with ωB97M-V/def2-TZVPD.

Atoms and positions in Å:
C (5.09, -1.34, -0.43)
C (4.68, 0.08, -0.01)
C (3.41, -0.07, 0.85)
C (2.17, -0.12, -0.09)
C (-0.13, 1.09, 0.37)
C (-1.16, 2.08, -0.55)
C (-2.61, 1.97, 0.11)
C (-3.23, 0.59, 0.17)
C (-4.64, 0.38, 0.08)
C (-5.14, -0.94, -0.16)
C (-4.21, -2.02, -0.08)
C (-2.93, -1.79, 0.13)
C (-2.41, -0.52, 0.17)
C (-0.87, -0.35, 0.23)
H (5.17, -2.25, 0.21)
H (4.33, -1.78, -1.16)
H (6.08, -1.27, -0.80)
H (4.54, 0.75, -0.84)
H (5.40, 0.56, 0.67)
H (3.51, -1.16, 1.45)
H (3.10, 0.59, 1.73)
H (1.57, -0.98, -0.24)
H (2.76, -0.24, -0.99)
H (1.36, 1.39, -0.97)
H (-0.17, 1.42, 1.49)
H (-1.02, 1.84, -1.58)
H (-0.75, 3.02, -0.26)
H (-3.16, 2.72, -0.63)
H (-2.56, 2.46, 1.06)
H (-5.43, 1.11, 0.04)
H (-6.34, -1.08, -0.12)
H (-4.63, -3.10, -0.18)
H (-2.14, -2.56, 0.11)
H (-0.44, -0.65, -0.71)
H (-0.43, -0.91, 0.96)
N (1.24, 1.09, -0.05)

Results
LUMO energy, Ha: 0.03534
Energy, eV: -16345.007
Energy relative to the best compared isomer or geometry (same formula, charge and spin), kJ/mol: 374.8
Orbital gap, eV: 9.6163
Total charge: 0
SMILES string: CCCCN[C@H]1CCc2ccccc2C1
HOMO energy, eV: -8.655

=====

Record 6
Below is 2 unconnected molecules or ions with the total composition C14H21N, with properties calculated with ωB97M-V/def2-TZVPD.

Atoms and positions in Å:
C (1.68, 1.99, 0.04)
C (1.61, 0.74, -0.83)
C (2.87, 1.96, 1.02)
C (1.86, 3.22, -0.88)
H (0.82, 2.18, 0.69)
H (1.13, -0.06, -0.26)
H (3.43, 2.85, 1.27)
H (2.56, 1.55, 1.99)
H (3.62, 1.25, 0.64)
H (1.14, 3.30, -1.69)
H (1.71, 4.16, -0.33)
H (2.93, 3.24, -1.12)
H (2.64, 0.39, -0.90)
H (1.11, 0.88, -1.78)
C (0.25, -2.82, -0.39)
C (0.19, -4.25, 0.11)
C (-0.76, -1.87, 0.27)
C (-0.95, -1.93, 1.62)
C (-1.47, -0.75, -0.19)
C (-2.06, -0.12, 0.92)
C (-1.72, -0.19, -1.49)
C (-3.09, 0.85, 0.80)
C (-2.43, 0.96, -1.50)
C (-3.13, 1.53, -0.38)
N (-1.63, -0.82, 2.05)
H (1.17, -2.23, -0.32)
H (0.10, -2.88, -1.47)
H (1.11, -4.84, 0.08)
H (-0.52, -2.63, 2.32)
H (-2.03, -0.64, 2.95)
H (-1.40, -0.68, -2.40)
H (-3.70, 0.98, 1.69)
H (-2.62, 1.53, -2.41)
H (-3.61, 2.48, -0.53)
H (-0.41, -4.83, -0.61)
H (-0.39, -4.50, 1.00)

Results
LUMO energy, Ha: 0.03296
Energy, eV: -16347.743
Energy relative to the best compared isomer or geometry (same formula, charge and spin), kJ/mol: 110.8
Orbital gap, eV: 8.6325
Total charge: 0
SMILES string: CCc1c[nH]c2ccccc12.CC(C)C
HOMO energy, eV: -7.735